No. 1
The following is a quantum chemistry calculation of a single C3H6OS2 molecule at a distorted geometry, from the OMol25 dataset.

```
12
Properties=species:S:1:pos:R:3:forces:R:3
C -1.735990 -0.732435 -0.095844 1.460 -1.544 2.405
O -0.345616 -0.388660 -0.349814 -2.129 2.500 0.407
C -0.216823 1.002614 -0.000474 1.223 0.687 1.560
S 1.674233 1.362328 -0.162598 -1.931 1.428 0.014
C 2.420464 -0.088155 0.146554 -1.181 -3.892 -0.236
S 3.958874 -0.447900 -0.155485 0.966 0.370 0.175
H -1.966083 -1.075183 1.006669 0.670 1.021 -1.962
H -1.900480 -1.543587 -0.717278 -0.225 -2.099 -0.943
H -2.439821 -0.059573 -0.464318 -0.918 1.942 -0.172
H -0.680949 1.902544 -0.696218 0.737 -2.734 1.585
H -0.534375 1.110593 1.174695 0.636 0.092 -2.970
H 1.766566 -1.042590 0.314113 0.692 2.228 0.137
```
Positions in Å, forces in eV/Å.

Properties
* ΔE to the lowest compared entry with this formula, charge and spin: 69.0 kcal per mole
* SMILES string: COCSC=S
* net charge: 0
* LUMO energy: 0.0041 hartree
* largest force on an atom: 4.07 eV/A
* orbital gap: 8.4 eV
* E: -26923.453 eV

---

No. 2
The following is a quantum chemistry calculation of a single C17H24O5 molecule, from the OMol25 dataset.

```
46
Properties=species:S:1:pos:R:3:forces:R:3
C 0.255827 -4.977247 1.136130 0.015 0.398 -0.116
C 0.967849 -3.672493 0.811856 0.247 -0.353 0.359
O 0.066398 -2.727876 0.229984 0.047 0.036 -0.412
C -0.685669 -2.014179 1.066803 -0.361 0.352 0.201
O -0.614038 -2.065301 2.264216 0.076 -0.028 0.121
C -1.644598 -1.118797 0.295580 0.067 -0.108 -0.283
C -0.912573 -0.147095 -0.634248 -0.018 0.124 0.190
C -0.115271 0.890299 0.148231 0.149 0.135 -0.316
C 0.612282 1.851827 -0.786787 -0.248 -0.345 -0.029
O 1.300679 2.785283 0.013834 0.168 0.231 0.121
C 2.027881 3.768852 -0.592771 0.152 0.202 -0.010
C 2.155476 3.924958 -1.965976 -0.208 -0.283 0.050
C 2.920344 4.961163 -2.479395 0.085 0.115 0.001
C 3.559687 5.843315 -1.632243 0.051 0.069 -0.159
C 3.431817 5.686321 -0.260526 -0.069 -0.096 -0.034
C 2.675078 4.661926 0.276722 -0.110 -0.150 0.048
C 2.523953 4.478193 1.754553 -0.029 -0.041 -0.066
C -2.606589 -1.997240 -0.500603 0.186 0.336 -0.056
O -3.069849 -1.708328 -1.569519 -0.040 0.037 -0.083
O -2.871880 -3.115622 0.167192 -0.067 -0.242 0.399
C -3.786442 -4.050709 -0.415892 -0.435 -0.220 -0.271
C -4.615670 -4.680813 0.688682 0.352 0.256 -0.160
H -0.196017 -5.391696 0.238184 -0.026 -0.085 -0.072
H -0.523395 -4.797442 1.872631 -0.045 -0.038 0.072
H 0.967124 -5.692044 1.539699 0.066 -0.103 0.045
H 1.398190 -3.238448 1.720104 -0.002 -0.045 -0.200
H 1.747708 -3.821436 0.062316 -0.083 0.066 0.102
H -2.237120 -0.563467 1.030826 0.078 -0.126 -0.024
H -0.247878 -0.718137 -1.284922 -0.059 0.004 -0.072
H -1.655262 0.344938 -1.265132 0.023 -0.068 -0.013
H -0.779006 1.468987 0.792736 -0.011 0.006 0.069
H 0.620396 0.399752 0.787931 0.044 0.023 0.083
H -0.113327 2.363766 -1.434906 0.106 -0.032 0.019
H 1.317571 1.297350 -1.422298 -0.063 0.090 0.018
H 1.664711 3.247581 -2.647287 -0.056 -0.076 -0.029
H 3.010432 5.070675 -3.550049 0.006 0.007 -0.082
H 4.155081 6.650077 -2.032055 0.049 0.067 -0.040
H 3.930627 6.374989 0.406371 0.036 0.049 0.093
H 1.474375 4.553208 2.035037 -0.049 -0.014 0.118
H 2.865048 3.485855 2.045093 0.001 -0.047 0.120
H 3.093407 5.226675 2.298951 0.028 0.039 0.046
H -3.198218 -4.808511 -0.944620 -0.049 0.143 0.020
H -4.413999 -3.522802 -1.141078 0.148 -0.141 0.109
H -5.201563 -3.921829 1.200231 -0.083 0.039 0.052
H -5.287447 -5.420462 0.262925 -0.074 -0.086 -0.029
H -3.966128 -5.164015 1.413491 0.007 -0.093 0.099
```
Positions in Å, forces in eV/Å.

Properties
* ΔE to the lowest compared entry with this formula, charge and spin: 4.6 kcal per mole
* SMILES string: CCOC(=O)C(CCCOc1ccccc1C)C(=O)OCC
* net charge: 0
* LUMO energy: 0.0284 hartree
* largest force on an atom: 0.56 eV/A
* orbital gap: 9.1 eV
* E: -28256.666 eV

---

No. 3
The following is a quantum chemistry calculation of 4 unconnected molecules or ions with the total composition C4H10NOS at a distorted geometry, from the OMol25 dataset.

```
17
Properties=species:S:1:pos:R:3:forces:R:3
C 0.637490 -0.619614 -1.908894 0.419 -0.410 1.900
O 2.014046 -0.982991 -1.905355 -0.181 -0.594 0.844
C 0.405217 -0.030813 -0.453151 1.139 -0.397 0.902
C -1.004606 0.287801 0.097198 1.772 -0.173 -0.527
C -2.133999 0.232657 -0.554477 -3.039 -2.182 -0.977
S -4.664502 0.329075 1.242347 0.992 0.037 -0.753
N 1.140841 -1.006587 0.329376 -0.375 -0.871 -0.235
H 0.606869 0.084128 -2.748956 -1.160 -0.298 0.083
H -0.032493 -1.549239 -1.789319 0.599 1.074 -1.305
H 1.071057 0.831359 -0.290238 -0.879 0.984 -0.697
H 2.386995 2.064766 4.263695 3.999 0.328 -2.662
H -1.025090 0.609366 1.119106 0.213 0.594 0.385
H -3.144272 0.637352 -0.128247 0.187 0.028 0.604
H -2.473900 -0.525174 -1.339487 1.131 1.558 0.523
H 3.266769 2.136092 3.677346 -4.003 -0.331 2.659
H 2.085568 -1.272960 -0.874251 -0.323 0.337 -1.249
H 0.864007 -1.225225 1.263309 -0.491 0.318 0.507
```
Positions in Å, forces in eV/Å.

Properties
* ΔE to the lowest compared entry with this formula, charge and spin: 226.9 kcal per mole
* net charge: -1
* LUMO energy: 0.0114 hartree
* largest force on an atom: 4.82 eV/A
* orbital gap: 3.3 eV
* E: -18675.257 eV